Record 1
Formula: C31H37IrN3P2S
Source: the Open Molecules 2025 dataset
Level of theory: wB97M-V/def2-TZVPD

For the relative energy (zero: lowest compared OMol25 entry of this formula, charge and spin), the calculation gives 26.37 kcal per mole. The calculation puts the orbital gap at 6.0 eV. The calculation puts the largest force on an atom at 0.0203 hartree/bohr. As for the total charge: +3.

The geometry in XYZ format:
```
75
Properties=species:S:1:pos:R:3:forces:R:3
Ir -0.111 -0.416 0.374 0.100 -0.718 -0.429
C 1.995 0.525 -1.663 -0.164 0.140 -0.164
C 2.560 -0.691 -0.969 -0.190 -0.190 0.211
N 2.066 -0.666 0.436 -0.105 0.168 0.004
C 2.739 0.406 1.247 -0.037 -0.075 -0.105
C 1.811 1.080 2.242 -0.101 -0.064 -0.085
S 0.215 1.539 1.466 0.465 -0.368 0.383
C 0.762 2.718 0.149 -0.140 -0.074 0.005
C 0.232 2.212 -1.170 -0.089 -0.438 -0.014
N 0.552 0.737 -1.284 -0.507 0.897 -0.173
H 2.054 0.438 -2.747 0.108 -0.035 0.017
H 2.540 1.425 -1.388 0.040 -0.012 -0.034
H 3.650 -0.703 -1.011 0.019 0.037 -0.047
H 2.189 -1.612 -1.421 0.081 0.002 -0.031
H 2.268 -1.559 0.877 0.007 0.102 -0.022
H 3.138 1.147 0.558 0.071 -0.023 0.048
H 3.592 -0.034 1.766 -0.005 0.062 0.071
H 2.264 1.972 2.677 -0.022 0.043 -0.042
H 1.526 0.420 3.062 -0.006 -0.003 -0.001
H 1.846 2.803 0.173 0.022 -0.014 0.055
H 0.342 3.691 0.400 -0.019 -0.008 0.042
H 0.653 2.750 -2.021 0.043 0.063 0.049
H -0.853 2.298 -1.203 0.009 0.028 -0.049
H -0.027 0.382 -2.045 0.049 -0.002 0.010
C -1.399 -1.530 3.590 -0.092 -0.008 0.048
N -2.023 -1.943 2.293 0.152 0.314 -0.482
P -0.755 -2.540 1.264 -0.109 0.479 0.828
C 0.295 -3.734 2.058 -0.193 -0.013 0.132
C -0.202 -4.568 3.061 0.040 -0.018 -0.062
C 0.593 -5.596 3.541 0.042 -0.010 0.018
C 1.867 -5.795 3.023 -0.027 -0.006 0.021
C 2.354 -4.978 2.011 -0.017 0.019 -0.031
C 1.565 -3.951 1.520 0.064 0.031 0.054
C -1.504 -3.245 -0.187 0.199 -0.054 0.017
C -0.920 -2.925 -1.415 0.019 -0.011 0.033
C -1.446 -3.437 -2.589 -0.042 0.008 -0.063
C -2.551 -4.277 -2.523 0.042 0.032 -0.003
C -3.119 -4.612 -1.298 0.017 0.016 0.037
C -2.597 -4.103 -0.120 -0.127 0.074 -0.074
P -2.397 -0.548 1.238 0.499 0.125 -0.065
C -3.709 -1.008 0.120 -0.024 -0.108 0.163
C -3.609 -0.761 -1.244 0.031 0.003 -0.020
C -4.686 -1.037 -2.070 -0.036 -0.014 -0.033
C -5.853 -1.563 -1.533 0.029 0.009 -0.003
C -5.954 -1.808 -0.168 0.043 0.017 -0.008
C -4.887 -1.524 0.666 -0.039 -0.038 -0.043
C -3.055 0.776 2.255 -0.142 -0.141 0.080
C -3.037 2.077 1.753 0.061 -0.003 -0.054
C -3.732 3.084 2.399 -0.013 0.014 0.018
C -4.462 2.798 3.545 0.008 -0.001 -0.012
C -4.518 1.498 4.031 0.011 0.047 -0.016
C -3.827 0.486 3.385 -0.048 -0.031 -0.058
H -1.176 -2.414 4.177 -0.009 -0.032 -0.002
H -2.081 -0.906 4.152 0.081 -0.071 0.002
H -0.464 -0.972 3.446 0.005 0.027 -0.023
H -1.204 -4.438 3.450 -0.010 -0.007 -0.002
H 0.216 -6.248 4.318 -0.004 -0.005 0.002
H 2.480 -6.602 3.402 0.007 -0.002 0.008
H 3.338 -5.154 1.599 0.009 -0.002 -0.006
H 1.932 -3.350 0.692 -0.052 -0.158 -0.031
H -0.007 -2.323 -1.451 0.028 0.014 0.010
H -0.993 -3.207 -3.543 -0.005 -0.001 -0.023
H -2.964 -4.689 -3.433 0.003 -0.008 -0.023
H -3.968 -5.281 -1.264 -0.012 -0.020 0.001
H -3.048 -4.354 0.832 0.005 0.012 0.006
H -2.696 -0.353 -1.663 0.024 -0.006 0.002
H -4.618 -0.842 -3.132 -0.007 0.004 -0.013
H -6.693 -1.778 -2.180 -0.012 0.000 -0.008
H -6.869 -2.211 0.245 -0.016 -0.005 0.010
H -4.973 -1.707 1.730 0.007 -0.005 0.015
H -2.514 2.307 0.830 0.042 -0.015 -0.022
H -3.717 4.091 2.004 -0.001 0.009 -0.005
H -5.005 3.585 4.050 0.001 0.006 0.000
H -5.110 1.271 4.907 -0.001 -0.012 0.004
H -3.921 -0.528 3.753 -0.061 0.027 -0.023
```
Forces are in eV/Å.

Löwdin atomic charge list, values in e, 4 entries: number 1, Ir, carries 0.859; number 2, C, carries -0.133; number 3, C, carries -0.154; number 4, N, carries -0.176

---

Record 2
Formula: C31H37N9O2PTi
Source: the Open Molecules 2025 dataset
Level of theory: wB97M-V/def2-TZVPD

For the relative energy (zero: lowest compared OMol25 entry of this formula, charge and spin), the calculation gives 16.32 kcal per mole. The calculation puts the orbital gap (spin up / spin down) at 7.3 / 7.1 eV. The calculation puts the largest force on an atom at 0.0096 hartree/bohr. The multiplicity is 2. As for the total charge: +2.

The geometry in XYZ format:
```
81
Properties=species:S:1:pos:R:3:forces:R:3
Ti 0.434 -0.414 0.272 -0.330 0.001 0.366
N -2.786 1.309 -1.160 -0.084 -0.014 0.031
C -2.088 2.352 -0.407 0.080 -0.002 0.023
C -2.040 2.056 1.084 0.025 0.034 0.098
N -0.974 1.117 1.603 -0.108 0.042 -0.051
C -1.609 0.080 2.445 0.043 0.066 0.020
C -2.394 -0.865 1.540 0.079 -0.099 0.015
N -1.696 -0.941 0.237 -0.106 0.004 -0.179
C 0.018 1.906 2.353 -0.007 0.003 0.075
C 0.943 2.585 1.360 -0.014 0.017 -0.009
N 1.473 1.570 0.415 0.154 -0.026 -0.156
H -2.610 1.409 -2.156 0.034 0.017 0.033
H -3.789 1.407 -1.038 0.017 -0.018 -0.024
H -2.556 3.335 -0.524 0.015 0.002 -0.019
H -1.074 2.428 -0.799 0.011 0.019 -0.033
H -3.011 1.673 1.404 0.000 -0.009 -0.034
H -1.912 3.005 1.608 -0.015 -0.007 0.013
H -2.252 0.521 3.214 0.011 -0.018 0.005
H -0.811 -0.466 2.954 -0.026 0.005 -0.004
H -3.423 -0.533 1.394 0.005 0.019 0.022
H -2.436 -1.854 1.996 -0.026 0.019 -0.001
H -2.124 -0.233 -0.400 0.055 -0.023 0.008
H -1.880 -1.834 -0.205 -0.003 0.012 0.028
H 0.563 1.227 3.002 0.009 0.041 0.006
H -0.459 2.646 3.003 -0.016 -0.010 -0.024
H 1.749 3.119 1.864 -0.009 -0.016 0.022
H 0.397 3.330 0.781 -0.001 0.005 0.011
H 2.449 1.353 0.610 -0.069 -0.022 -0.014
H 1.508 1.967 -0.528 -0.032 0.026 0.045
O 2.245 -0.786 -0.799 -0.053 -0.013 0.083
C 1.515 -0.946 -1.816 -0.028 -0.007 -0.164
O 0.276 -1.207 -1.600 0.070 0.070 0.028
C 1.995 -0.686 -3.196 -0.068 0.018 0.111
C 2.928 -1.512 -3.804 0.073 -0.065 -0.066
C 3.332 -1.238 -5.103 -0.024 -0.023 0.071
C 2.820 -0.137 -5.773 -0.035 0.053 -0.003
C 1.915 0.707 -5.145 0.055 -0.040 -0.070
C 1.491 0.445 -3.847 -0.018 0.040 -0.002
P 0.397 1.595 -2.934 0.011 0.025 -0.141
C -0.783 2.109 -4.221 -0.061 -0.077 0.076
C -1.786 1.181 -4.520 -0.011 0.020 -0.018
C -2.726 1.453 -5.501 0.003 0.035 -0.014
C -2.682 2.664 -6.182 -0.008 -0.028 0.011
C -1.693 3.589 -5.887 0.012 -0.007 0.020
C -0.742 3.315 -4.911 0.023 0.040 -0.057
C 1.474 3.042 -2.642 0.121 -0.091 0.039
C 0.901 4.216 -2.142 -0.035 0.044 0.029
C 1.696 5.280 -1.743 -0.019 -0.024 -0.012
C 3.080 5.178 -1.813 0.036 0.008 0.001
C 3.661 4.014 -2.292 -0.029 0.021 0.013
C 2.866 2.951 -2.704 -0.008 0.022 -0.016
H 3.323 -2.369 -3.275 0.005 -0.007 -0.004
H 4.045 -1.887 -5.593 0.009 -0.013 0.004
H 3.135 0.072 -6.787 -0.002 0.007 -0.005
H 1.535 1.578 -5.665 0.001 0.000 -0.011
H -1.814 0.228 -3.999 0.021 -0.008 -0.012
H -3.489 0.723 -5.736 -0.010 -0.002 -0.008
H -3.416 2.883 -6.946 -0.006 -0.004 -0.005
H -1.653 4.528 -6.423 -0.001 0.012 -0.006
H 0.034 4.041 -4.709 0.011 -0.008 0.031
H -0.178 4.318 -2.093 -0.024 -0.022 -0.010
H 1.235 6.191 -1.386 -0.001 0.013 0.002
H 3.700 6.010 -1.508 0.003 0.001 0.004
H 4.738 3.934 -2.361 0.010 0.000 -0.003
H 3.339 2.056 -3.087 -0.013 -0.017 -0.005
N 3.187 -1.019 3.723 -0.013 -0.182 -0.014
C 2.587 -0.137 2.934 -0.041 -0.022 -0.030
N 1.718 -0.770 2.152 0.139 0.100 -0.002
C 1.872 -2.075 2.528 -0.069 -0.195 -0.116
N 2.749 -2.268 3.477 0.010 0.205 0.037
C 1.151 -3.123 1.814 0.140 0.027 0.187
C 1.262 -4.470 2.137 -0.091 -0.108 -0.107
N 0.662 -5.402 1.409 0.030 0.120 0.019
C -0.036 -4.984 0.358 -0.012 -0.004 0.093
C -0.163 -3.639 0.044 0.097 0.088 -0.070
N 0.428 -2.693 0.780 0.126 -0.074 -0.141
H 3.891 -0.860 4.430 0.001 0.003 -0.009
H 2.804 0.918 2.968 -0.033 0.013 -0.028
H 1.854 -4.785 2.987 0.003 -0.006 0.010
H -0.510 -5.737 -0.259 -0.007 -0.008 0.005
H -0.701 -3.325 -0.841 0.019 -0.001 0.005
```
Forces are in eV/Å.

Löwdin atomic charge list, values in e, 4 entries: number 1, Ti, carries 1.106; number 2, N, carries 0.024; number 3, C, carries -0.239; number 4, C, carries -0.129

---

Record 3
Formula: C31H38AsCuN2P2S4
Source: the Open Molecules 2025 dataset
Level of theory: wB97M-V/def2-TZVPD

For the relative energy (zero: lowest compared OMol25 entry of this formula, charge and spin), the calculation gives 11.44 kcal per mole. The calculation puts the orbital gap at 4.6 eV. The calculation puts the largest force on an atom at 0.0220 hartree/bohr. As for the total charge: -2.

The geometry in XYZ format:
```
79
Properties=species:S:1:pos:R:3:forces:R:3
Cu 0.298 -0.722 -1.073 -0.611 -0.289 0.904
C -2.431 -0.922 2.546 0.326 -0.045 -0.267
C -1.361 0.184 2.641 -0.057 -0.404 -0.083
P 0.315 -0.567 2.898 -0.096 0.005 0.001
C 1.383 0.916 2.808 0.048 -0.071 0.171
C 2.400 1.135 3.740 -0.080 0.092 -0.072
C 3.251 2.222 3.604 0.016 -0.045 0.007
C 3.123 3.075 2.516 0.005 0.031 0.023
C 2.146 2.839 1.560 0.114 0.003 -0.044
C 1.280 1.766 1.707 -0.069 -0.089 0.005
C 0.163 -0.837 4.727 0.059 -0.013 -0.106
C -0.075 0.185 5.648 0.034 -0.075 0.004
C -0.227 -0.098 6.996 -0.020 0.052 0.038
C -0.155 -1.411 7.449 0.005 -0.050 -0.034
C 0.073 -2.436 6.544 -0.022 0.000 0.024
C 0.232 -2.148 5.193 0.027 0.020 -0.034
C -2.556 -1.576 1.148 0.247 0.322 0.292
P -1.032 -1.977 0.160 -0.506 -0.418 -0.319
C -0.410 -3.537 0.889 0.215 0.127 0.097
C -1.157 -4.412 1.670 0.019 0.006 0.053
C -0.612 -5.619 2.092 -0.056 -0.004 0.018
C 0.681 -5.966 1.726 0.027 0.040 -0.035
C 1.440 -5.087 0.961 -0.017 -0.094 0.017
C 0.904 -3.873 0.557 -0.043 0.009 0.014
C -1.937 -2.693 -1.296 -0.139 0.035 0.042
C -1.807 -4.006 -1.741 0.004 0.058 0.062
C -2.483 -4.442 -2.875 0.014 -0.025 0.014
C -3.302 -3.575 -3.578 -0.034 -0.005 -0.037
C -3.430 -2.259 -3.154 -0.005 0.021 0.032
C -2.749 -1.822 -2.031 0.069 -0.111 0.021
H -3.406 -0.482 2.768 -0.021 -0.054 0.123
H -2.232 -1.686 3.306 -0.096 -0.045 -0.004
H -1.567 0.853 3.479 -0.101 0.078 -0.042
H -1.376 0.756 1.710 0.093 0.023 0.040
H 2.530 0.449 4.568 -0.011 0.023 0.067
H 4.028 2.392 4.342 0.018 -0.018 -0.012
H 3.808 3.906 2.393 -0.008 -0.008 0.003
H 2.092 3.447 0.666 0.012 -0.095 -0.032
H 0.547 1.560 0.934 0.084 0.021 -0.024
H -0.127 1.211 5.303 0.015 0.011 -0.003
H -0.403 0.707 7.699 -0.001 -0.002 -0.008
H -0.276 -1.634 8.502 0.002 0.024 0.002
H 0.129 -3.462 6.889 0.002 0.003 -0.010
H 0.414 -2.946 4.481 0.001 0.008 0.013
H -3.063 -0.864 0.495 -0.054 -0.002 -0.028
H -3.180 -2.471 1.199 -0.083 0.032 -0.017
H -2.172 -4.160 1.953 0.006 -0.019 -0.017
H -1.205 -6.297 2.697 0.000 0.015 -0.002
H 1.095 -6.920 2.032 0.011 0.017 0.024
H 2.448 -5.354 0.671 0.010 0.043 0.018
H 1.489 -3.170 -0.031 -0.002 -0.028 -0.017
H -1.162 -4.696 -1.213 0.000 -0.014 0.012
H -2.355 -5.463 -3.214 0.001 0.000 0.011
H -3.825 -3.913 -4.465 0.025 -0.004 -0.007
H -4.031 -1.558 -3.720 -0.002 -0.001 0.007
H -2.802 -0.780 -1.744 0.014 0.071 -0.031
S 2.328 0.239 -4.736 0.006 -0.221 -0.281
As 1.807 0.724 -2.749 0.529 0.628 -0.637
S -0.409 0.816 -2.528 -0.176 0.018 -0.190
S 2.467 -0.873 -1.351 0.339 -0.033 0.027
S 2.562 2.621 -2.148 0.045 0.301 0.344
C -2.711 4.536 -1.030 0.026 -0.012 0.039
C -1.908 4.481 0.265 0.100 0.181 0.077
C -0.428 4.762 -0.021 -0.127 -0.047 -0.019
C -2.458 5.501 1.263 0.033 -0.082 -0.074
N -2.108 3.160 0.893 -0.213 0.021 -0.214
N -1.768 2.051 0.073 0.077 0.066 0.090
H -2.668 5.542 -1.454 0.001 -0.008 0.001
H -3.756 4.278 -0.836 -0.013 0.002 -0.020
H -2.302 3.843 -1.767 -0.023 0.036 -0.021
H -0.293 5.781 -0.393 0.023 -0.025 -0.035
H -0.023 4.076 -0.771 0.081 0.037 -0.003
H 0.160 4.648 0.894 -0.047 0.070 -0.027
H -2.415 6.511 0.848 0.043 -0.006 0.040
H -1.877 5.480 2.189 -0.009 0.029 0.002
H -3.495 5.257 1.502 -0.012 0.029 0.011
H -1.507 3.103 1.709 0.021 -0.021 0.078
H -0.922 2.191 -0.485 -0.063 -0.089 -0.081
H -2.509 1.898 -0.599 -0.031 -0.037 0.018
```
Forces are in eV/Å.

Löwdin atomic charge list, values in e, 4 entries: number 1, Cu, carries -0.512; number 2, C, carries -0.283; number 3, C, carries -0.367; number 4, P, carries 1.080